Below is a gas-phase ion, C11H13N2 (charge +1), with properties calculated with wB97M-V/def2-TZVPD.

Cartesian coordinates (Å):
C: 1.69164 1.79543 -1.36606
C: 1.81336 1.03668 -0.29941
N: 2.73100 0.91065 0.60334
C: 2.67881 0.00321 1.51712
C: 1.26678 -0.67856 1.44040
N: 0.77502 -0.37729 0.12772
C: 1.12414 -1.26392 -1.00206
C: -0.65472 -0.05717 0.22804
C: -0.92126 1.26874 0.69647
C: -2.28084 1.57817 0.79891
C: -3.31682 0.70757 0.43949
C: -2.97339 -0.54447 -0.03135
C: -1.61736 -0.80190 -0.19673
H: 0.81728 1.89317 -2.00648
H: 2.51310 2.52276 -1.47876
H: 3.47678 -0.11931 2.23637
H: 1.20686 -1.87977 1.53270
H: 0.57024 -0.28697 2.16416
H: 2.16226 -1.66364 -0.81326
H: 0.37239 -2.16073 -1.06790
H: 1.19179 -0.74066 -1.93348
H: 0.05916 1.83731 1.01726
H: -2.50568 2.58218 1.17284
H: -4.34411 0.92744 0.51528
H: -3.64641 -1.40238 -0.19345
H: -1.39838 -1.69646 -0.79402

Calculated values
Net charge ... +1
LUMO level ... -4.31 eV
Structure (SMILES) ... C=C1N=CC[N@@+]1(C)c1ccccc1
HOMO-LUMO gap ... 8.8 eV



Below is a molecular structure, AgH14O11P, with properties calculated with wB97M-V/def2-TZVPD.

Cartesian coordinates (Å):
Ag: -0.21440 -0.25664 0.42943
P: 1.34370 0.33862 -1.82930
O: 1.31701 1.07680 -0.53360
O: -0.19827 0.74305 -1.57937
O: 0.48073 -0.84264 -1.53745
O: 0.70581 1.41461 -2.67279
O: -1.84613 1.41282 -0.21873
H: -1.01584 1.09757 -0.79389
H: -2.48771 0.73795 -0.31445
O: -1.30569 -2.20844 -0.83184
H: -1.94403 -1.63793 -1.24980
H: -0.49040 -1.69892 -1.16516
O: 2.94097 0.34060 1.08751
H: 2.26837 0.55848 0.47336
H: 2.72127 0.77419 1.93667
O: -1.62960 -0.38360 2.26519
H: -1.45722 -1.37080 2.39028
H: -1.09701 0.07122 2.95974
O: -2.05496 -0.35509 -2.55555
H: -1.76886 -0.18429 -3.45410
H: -1.18498 -0.03186 -2.11368
O: 0.36850 1.91330 1.48431
H: 0.81280 1.68757 0.59749
H: 1.08613 1.99953 2.13178
O: 1.19121 -1.57006 1.78204
H: 2.02980 -1.09934 1.64292
H: 1.42880 -2.52669 1.66899

Calculated values
Net charge ... -2
LUMO level ... 5.23 eV
HOMO-LUMO gap ... 3.6 eV



Below is a single C5H6O2 molecule, with properties calculated with wB97M-V/def2-TZVPD.

Cartesian coordinates (Å):
C: 0.75184 -1.53374 0.30627
C: 0.16589 -0.15755 0.14057
C: -0.51983 0.31835 -1.12134
C: 0.12040 1.55729 -0.52502
C: -0.68831 1.63379 0.76279
O: -1.27820 2.52911 1.28742
O: -0.61478 0.33226 1.22981
H: -0.06746 -2.25666 0.36909
H: 1.35114 -1.59390 1.21775
H: 1.37726 -1.78551 -0.55386
H: -1.60359 0.21748 -1.07047
H: -0.09015 -0.03037 -2.06125
H: 1.08864 0.61036 0.11119

Calculated values
Net charge ... 0
LUMO level ... 0.25 eV
HOMO-LUMO gap ... 9.5 eV



Computed values of ΔE to the lowest compared entry with this formula, charge and spin (unit: kJ/mol) for the preceding records, in sequence: 430.25; 1136.92; 396.79.
Computed values of E_HOMO (unit: Eh) for the preceding records, in sequence: -0.4800; 0.0588; -0.3410.